Entry from the Open Molecules 2025 dataset: C26H26AsN5OPdS as an isolated structure (wB97M-V/def2-TZVPD).

Its HOMO energy (alpha / beta) is -13.9573 / -13.8896 eV. For the HOMO-LUMO gap (alpha / beta), the calculation gives 9.122 / 4.966 eV. Its spin multiplicity is 5. Its net charge is +2. The energy above the lowest of the compared OMol25 structures with the same formula, charge and spin is 0.00 kcal per mole. The electronic energy is -4116.5396 Ha.

Cartesian coordinates (Å):
Pd1 0.16944 -0.02836 0.01932
S1 -1.28202 -0.46347 1.81128
C1 -2.86748 -0.77008 1.24928
C2 -3.81278 -1.21231 2.19644
C3 -5.09933 -1.52387 1.80009
C4 -5.46475 -1.38164 0.46819
C5 -4.54633 -0.91572 -0.47898
C6 -3.25310 -0.62288 -0.10128
As1 -1.96915 0.04004 -1.38530
C7 -2.92947 0.04591 -3.06076
C8 -2.96713 -1.09927 -3.85288
C9 -3.75115 -1.09249 -4.99635
C10 -4.46701 0.04436 -5.34864
C11 -4.41182 1.18507 -4.55992
C12 -3.63502 1.19373 -3.41158
C13 -0.77329 -1.48110 -1.60395
C14 0.16081 -1.43110 -2.66296
C15 0.91220 -2.54340 -2.97540
C16 0.75457 -3.71714 -2.24006
C17 -0.14780 -3.77984 -1.18376
C18 -0.90815 -2.67103 -0.86059
H1 -3.51315 -1.31406 3.23126
H2 -5.81991 -1.86777 2.52899
H3 -6.47200 -1.62223 0.15537
H4 -4.85966 -0.78568 -1.50676
H5 -2.41108 -1.98786 -3.58576
H6 -3.80227 -1.97960 -5.61313
H7 -5.06674 0.04226 -6.24884
H8 -4.96782 2.06915 -4.84026
H9 -3.58163 2.08769 -2.80246
H10 0.26844 -0.52317 -3.24236
H11 1.62044 -2.50283 -3.79151
H12 1.33243 -4.59379 -2.50224
H13 -0.26608 -4.69643 -0.62226
H14 -1.64050 -2.73963 -0.06780
N1 4.65488 1.87876 0.94923
C19 4.09709 1.94369 -0.06810
N2 3.46029 2.05218 -1.20459
C20 2.28793 1.58988 -1.31701
N3 1.20605 1.13897 -1.32989
C21 3.66059 -0.88870 2.12959
N4 3.68733 0.46485 2.67040
C22 4.76574 0.76472 3.61843
C23 5.06468 2.24212 3.63882
C24 3.78070 2.99742 3.89466
N5 2.75526 2.59034 2.95301
C25 1.67800 3.50367 2.67038
C26 2.69755 1.29031 2.33923
O1 1.79041 1.05934 1.54658
H15 4.67376 -1.16339 1.84569
H16 3.01032 -0.92557 1.26407
H17 3.30216 -1.58095 2.89475
H18 5.63622 0.19353 3.30450
H19 4.46465 0.39577 4.60557
H20 5.49433 2.55056 2.68597
H21 5.78362 2.46555 4.42567
H22 3.89937 4.07625 3.79728
H23 3.38406 2.80446 4.90420
H24 2.09120 4.50474 2.55477
H25 0.99568 3.50837 3.52987
H26 1.14641 3.18167 1.78247

Here are the natural (NBO) charges for atoms 1 to 4, given in e:
1 Pd 0.7800
2 S 0.2053
3 C -0.2545
4 C -0.1381


Entry from the Open Molecules 2025 dataset: C26H26AuBrN2O5PS as an isolated structure (wB97M-V/def2-TZVPD).

Its HOMO energy (alpha / beta) is -10.8990 / -10.9015 eV. For the HOMO-LUMO gap (alpha / beta), the calculation gives 7.123 / 5.044 eV. Its spin multiplicity is 3. Its net charge is +1. The electronic energy is -4941.1207 Ha.

Cartesian coordinates (Å):
Au1 0.32088 0.18991 -0.08774
C1 2.17417 4.45128 -6.01118
C2 1.76812 4.22011 -4.58299
C3 2.41228 3.26167 -3.80229
C4 2.03781 3.03897 -2.48889
C5 0.99756 3.79333 -1.95572
C6 0.34008 4.76153 -2.70707
C7 0.73360 4.96526 -4.01667
S1 0.51779 3.48487 -0.31323
O1 -0.25174 4.57731 0.19461
O2 1.61233 2.93439 0.41059
N1 -0.52129 2.12080 -0.50856
C8 -1.84853 2.18855 -0.53286
C9 -2.64046 3.35480 -0.75118
C10 -4.02127 3.27556 -0.80524
C11 -4.68196 2.07374 -0.63352
C12 -3.95628 0.87456 -0.39090
C13 -4.57561 -0.37285 -0.17258
C14 -3.80847 -1.47690 0.08754
C15 -2.41427 -1.34068 0.13145
N2 -1.83591 -0.17325 -0.07985
C16 -2.56375 0.92506 -0.33994
H1 3.17012 4.05991 -6.21020
H2 2.16616 5.51303 -6.25417
H3 1.47732 3.95558 -6.68987
H4 3.23082 2.69744 -4.23323
H5 2.53966 2.31287 -1.86092
H6 -0.43603 5.36745 -2.26126
H7 0.24189 5.72681 -4.60886
H8 -2.15499 4.30693 -0.87204
H9 -4.59048 4.17722 -0.98238
H10 -5.76281 2.03357 -0.67459
H11 -5.65552 -0.44387 -0.20858
H12 -4.25335 -2.44530 0.26290
H13 -1.74164 -2.16457 0.34295
Br1 2.89757 2.15128 3.43100
C17 3.09959 0.30493 3.07293
C18 4.22383 -0.36015 3.53396
C19 4.35692 -1.71999 3.26918
C20 3.38305 -2.39157 2.54787
C21 2.26943 -1.70498 2.07235
C22 2.12273 -0.35412 2.35080
C23 1.25470 -2.46213 1.28457
O3 1.12246 -3.66066 1.38820
O4 0.47096 -1.76274 0.49144
H14 4.97225 0.17238 4.10366
H15 5.22123 -2.25408 3.64077
H16 3.46286 -3.45162 2.34813
H17 1.24833 0.19594 2.02334
C24 4.78477 0.64531 -1.89541
P1 3.39312 -0.46271 -1.67356
C25 2.61861 -0.69052 -3.26992
C26 4.05758 -2.04348 -1.18927
O5 2.42958 0.09174 -0.65311
H18 5.66744 0.09575 -2.22124
H19 4.98902 1.11959 -0.93503
H20 4.55590 1.41558 -2.63177
H21 3.32345 -1.08950 -3.99952
H22 2.23193 0.26674 -3.62329
H23 1.78869 -1.38925 -3.15368
H24 4.70775 -2.43736 -1.97136
H25 3.23905 -2.74083 -1.00815
H26 4.62466 -1.92390 -0.26486

Here are the natural (NBO) charges for atoms 1 to 4, given in e:
1 Au 1.2956
2 C -0.6396
3 C 0.0434
4 C -0.2199


Entry from the Open Molecules 2025 dataset: C26H26AuN4O4S as an isolated structure (wB97M-V/def2-TZVPD).

Its HOMO energy (alpha / beta) is -10.5065 / -10.5071 eV. For the HOMO-LUMO gap (alpha / beta), the calculation gives 7.330 / 5.812 eV. Its spin multiplicity is 3. Its net charge is +1. The energy above the lowest of the compared OMol25 structures with the same formula, charge and spin is 0.17 kcal per mole. The electronic energy is -2059.9894 Ha.

Cartesian coordinates (Å):
Au1 1.27128 -0.58136 -0.65619
C1 5.46778 -1.98433 -3.15674
C2 5.18173 -1.94379 -1.68724
C3 6.09329 -2.65552 -0.73791
O1 4.75562 -0.76496 -1.18949
C4 3.57247 -3.20124 -1.53807
O2 3.90364 -4.16439 -2.13180
O3 2.73644 -2.64876 -0.88188
H1 6.33508 -1.34674 -3.35376
H2 4.62556 -1.60969 -3.74181
H3 5.69027 -2.99666 -3.48016
H4 7.02868 -2.09140 -0.68110
H5 6.30487 -3.66260 -1.08718
H6 5.66489 -2.69511 0.26226
H7 4.35144 -0.21657 -1.87678
S1 2.02244 3.78777 -1.04754
C5 3.47016 3.11382 -0.45226
C6 3.40212 1.75639 -0.31138
C7 2.13594 1.24310 -0.69082
C8 1.28380 2.23976 -1.10031
C9 -0.08784 1.97911 -1.50170
C10 -1.01824 2.94803 -1.87066
C11 -2.29438 2.55774 -2.22222
C12 -2.62967 1.20798 -2.21248
C13 -1.66104 0.29855 -1.84169
N1 -0.43363 0.68045 -1.49156
H8 4.30383 3.75793 -0.22966
H9 4.21385 1.16193 0.07451
H10 -0.73408 3.99062 -1.87413
H11 -3.02908 3.29863 -2.50526
H12 -3.61507 0.86805 -2.49121
H13 -1.85500 -0.76608 -1.83428
C14 -3.15376 4.82173 3.94154
C15 -3.12817 3.43044 3.37462
C16 -2.48913 3.14736 2.17281
C17 -2.48079 1.86285 1.65706
C18 -3.11833 0.82850 2.33300
N2 -3.04268 -0.45306 1.74000
C19 -3.55012 -1.62370 2.21346
O4 -4.23390 -1.76012 3.19722
N3 -3.20148 -2.75466 1.45128
C20 -2.20500 -2.92031 0.50596
C21 -2.32710 -3.90112 -0.48266
C22 -1.32951 -4.05213 -1.42187
C23 -0.23364 -3.20283 -1.39213
N4 -0.11091 -2.27180 -0.44845
C24 -1.04717 -2.14866 0.49609
C25 -3.76139 1.08592 3.53707
C26 -3.75458 2.37833 4.03675
H14 -2.51407 5.49260 3.37006
H15 -2.81432 4.83045 4.97721
H16 -4.16589 5.22931 3.92646
H17 -1.98568 3.94001 1.63334
H18 -1.96857 1.65971 0.72154
H19 -2.64817 -0.45918 0.81260
H20 -3.76826 -3.55575 1.69022
H21 -3.20688 -4.53057 -0.50711
H22 -1.40220 -4.80843 -2.18947
H23 0.56639 -3.27663 -2.11267
H24 -0.86052 -1.41132 1.26374
H25 -4.26151 0.29206 4.06790
H26 -4.25978 2.57037 4.97495

Here are the natural (NBO) charges for atoms 1 to 4, given in e:
1 Au 1.0365
2 C -0.6957
3 C 0.3842
4 C -0.6852


Entry from the Open Molecules 2025 dataset: C26H26BaIN2S3 as an isolated structure (wB97M-V/def2-TZVPD).

Its HOMO energy is -9.6111 eV. For the HOMO-LUMO gap, the calculation gives 7.171 eV. Its net charge is +1. The energy above the lowest of the compared OMol25 structures with the same formula, charge and spin is 0.00 kcal per mole. The electronic energy is -2633.4306 Ha.

Cartesian coordinates (Å):
Ba1 -0.76010 -0.04517 0.07249
C1 2.34299 -0.66932 2.71678
C2 1.49257 -1.77769 3.32955
S1 -0.19919 -1.96888 2.64561
C3 -0.32328 -3.73106 2.19308
C4 -0.15588 -4.13972 0.71809
S2 0.82820 -3.05575 -0.30005
C5 2.45225 -3.27807 0.43699
C6 3.30772 -2.03093 0.37604
S3 2.52575 -0.49092 0.93514
H1 3.31273 -0.67385 3.20443
H2 1.94300 0.27086 3.05514
H3 1.31004 -1.62126 4.38693
H4 1.95454 -2.77771 3.20590
H5 -1.32816 -4.07363 2.54165
H6 0.37696 -4.27472 2.86313
H7 -1.13683 -4.13098 0.28250
H8 0.18195 -5.19612 0.64101
H9 2.99090 -4.02193 -0.11402
H10 2.35364 -3.66018 1.43615
H11 3.56503 -1.82856 -0.65173
H12 4.24866 -2.16645 0.95217
C7 -2.05454 2.11473 -4.22823
C8 -1.78152 3.42647 -3.92685
C9 -0.93204 3.71035 -2.85985
C10 -0.41645 2.68000 -2.11029
C11 -0.70991 1.33236 -2.31919
C12 -1.58553 1.07566 -3.40464
C13 0.41959 3.09904 -0.92899
C14 1.58518 3.88986 -1.05214
C15 2.32708 4.20363 0.05137
C16 1.85390 3.82830 1.30621
C17 2.49348 4.09318 2.54536
C18 1.90489 3.79398 3.74540
C19 0.60360 3.25607 3.77135
C20 -0.04608 2.93084 2.62079
C21 0.58026 3.14890 1.38256
N1 -0.03623 2.69653 0.22460
H13 -2.63832 1.84369 -5.09450
H14 -2.26476 4.22909 -4.46823
H15 -0.74934 4.77358 -2.70631
H16 -1.75439 0.08103 -3.71362
H17 2.01586 4.11438 -2.07667
H18 3.29018 4.67703 0.04010
H19 3.48448 4.49829 2.56375
H20 2.40020 3.99642 4.67550
H21 0.14146 3.10250 4.74734
H22 -1.02466 2.52762 2.56612
I1 -6.72883 -2.61080 -2.14238
C22 -4.67091 -2.46389 -2.23896
C23 -4.00039 -2.92659 -3.37345
C24 -2.60794 -2.89475 -3.33426
C25 -1.98175 -2.36596 -2.16567
N2 -2.63433 -1.91175 -1.10979
C26 -3.97054 -2.02025 -1.12565
H23 -4.46177 -3.35281 -4.24232
H24 -1.94586 -3.27059 -4.12706
H25 -0.90775 -2.30495 -2.16933
H26 -4.47982 -1.65916 -0.24904

Here are the Löwdin charges for atoms 1 to 4, given in e:
1 Ba 1.5608
2 C -0.5264
3 C -0.4788
4 S 0.7401


Entry from the Open Molecules 2025 dataset: a 6-piece molecular cluster, C26H26Cl3N5 overall (wB97M-V/def2-TZVPD).

Its HOMO energy is -9.1800 eV. For the HOMO-LUMO gap, the calculation gives 9.672 eV. The energy above the lowest of the compared OMol25 structures with the same formula, charge and spin is 33.39 kcal per mole. The electronic energy is -2660.6113 Ha.

Cartesian coordinates (Å):
Cl1 -0.66463 4.17523 1.13193
C1 0.29186 2.72646 0.69355
Cl2 -0.72968 1.49890 -0.04461
Cl3 0.93882 2.05326 2.20245
H1 1.14643 3.01935 0.08360
C2 -4.16775 4.03347 -2.33014
C3 -4.69579 4.19122 -3.61453
C4 -4.93817 3.09628 -4.45207
N1 -4.59422 1.81928 -4.05346
C5 -4.05440 1.64880 -2.82517
C6 -3.77982 2.69956 -1.98772
H2 -3.92114 4.83015 -1.64393
H3 -4.85181 5.18150 -4.01628
H4 -5.38208 3.24217 -5.42576
H5 -3.80960 0.62164 -2.59845
H6 -3.29494 2.58063 -1.03004
C7 3.72447 -2.69129 0.50386
C8 3.48399 -1.33375 0.27834
C9 2.18590 -0.83800 0.61956
N2 1.22013 -1.63275 1.11623
C10 1.50083 -2.95598 1.27275
C11 2.72876 -3.52627 1.00440
H7 4.64743 -3.07285 0.09281
H8 4.26893 -0.74846 -0.17742
H9 1.81791 0.10451 0.24187
H10 0.74091 -3.64384 1.61301
H11 2.77921 -4.60146 1.09280
C12 1.38949 -1.72910 5.24103
C13 1.09436 -1.93119 6.61732
C14 0.23756 -1.09562 7.31401
N3 -0.28520 -0.03285 6.67890
C15 -0.05814 0.20767 5.34810
C16 0.79980 -0.63464 4.62675
H12 2.01911 -2.35947 4.63062
H13 1.34877 -2.79834 7.20870
H14 -0.09599 -1.28521 8.32356
H15 -0.73823 0.91320 4.89411
H16 0.93321 -0.50414 3.56300
C17 -3.19551 -3.27390 -1.99619
C18 -4.37297 -2.68176 -1.74579
C19 -4.46097 -1.54607 -0.97500
N4 -3.36807 -1.03654 -0.31649
C20 -2.17741 -1.69330 -0.40921
C21 -2.04527 -2.79496 -1.24217
H17 -3.18044 -4.05508 -2.74179
H18 -5.27678 -2.90628 -2.29271
H19 -5.39662 -1.03149 -0.81324
H20 -1.35701 -1.38412 0.22147
H21 -1.08102 -3.26110 -1.38127
C22 4.80212 0.78168 -3.41373
C23 5.42419 0.98537 -2.22984
C24 4.71870 1.58881 -1.23992
N5 3.45407 2.10740 -1.37176
C25 2.84708 1.86354 -2.58369
C26 3.49926 1.21951 -3.63077
H22 5.38354 0.30587 -4.18958
H23 6.41941 0.57270 -2.15474
H24 5.14178 1.62483 -0.24689
H25 1.88360 2.29402 -2.81345
H26 3.10200 1.09254 -4.62699

Here are the natural (NBO) charges for atoms 1 to 4, given in e:
1 Cl -0.0020
2 C -0.2779
3 Cl 0.0346
4 Cl 0.0038


Entry from the Open Molecules 2025 dataset: C26H26F3N7O3Sn as an isolated structure (wB97M-V/def2-TZVPD).

Its HOMO energy is -6.1678 eV. For the HOMO-LUMO gap, the calculation gives 5.171 eV. The energy above the lowest of the compared OMol25 structures with the same formula, charge and spin is 10.67 kcal per mole. The electronic energy is -2129.2297 Ha.

Cartesian coordinates (Å):
Sn1 -0.15941 0.93048 -0.14731
C1 -4.68617 1.56589 -0.11025
C2 -3.33098 0.92659 -0.28224
N1 -2.27763 1.18071 0.53384
N2 -2.56161 1.82674 1.69436
C3 -1.46126 2.11590 2.37882
O1 -0.28372 1.85334 1.99806
C4 -1.63675 2.77901 3.68397
C5 -0.47171 3.25749 4.30351
C6 -0.54616 4.00973 5.44059
C7 -1.82037 4.30466 6.00558
C8 -2.99278 3.70451 5.50146
C9 -2.84383 2.99431 4.28315
C10 -3.02952 0.14666 -1.43244
C11 -3.96124 -0.06517 -2.51601
C12 -3.53003 -0.85556 -3.52947
C13 -2.18221 -1.37844 -3.62630
C14 -1.31148 -1.00355 -2.59987
N3 -1.70624 -0.29066 -1.51225
H1 -4.89497 1.74207 0.92700
H2 -5.42979 0.90215 -0.45293
H3 -4.75532 2.60178 -0.62557
H4 0.46053 3.06261 3.78105
H5 0.36610 4.34443 5.91694
H6 -1.88184 5.05258 6.79279
H7 -3.92244 3.81814 5.99690
H8 -3.70606 2.61907 3.71746
H9 -4.92450 0.45201 -2.51888
H10 -4.21776 -1.09814 -4.31204
H11 -1.83362 -2.00321 -4.40909
H12 -0.29031 -1.29756 -2.54333
O2 -0.75994 -4.09641 -2.35341
C15 -0.08451 -4.94505 -1.37182
N4 1.39929 -4.75941 -1.57137
C16 2.29743 -3.99287 -0.87793
O3 3.45488 -4.03201 -1.28588
C17 1.87858 -3.02812 0.18348
C18 2.69669 -2.77534 1.23600
C19 2.31544 -1.82632 2.14146
C20 1.17332 -1.09117 1.94008
N5 0.44171 -1.26464 0.81718
C21 0.74489 -2.23742 -0.00063
H13 -1.74396 -4.27469 -2.27651
H14 -0.33847 -6.01363 -1.43844
H15 -0.31617 -4.66220 -0.29867
H16 1.79007 -5.21835 -2.37115
H17 3.59403 -3.39099 1.30143
H18 2.82917 -1.69551 3.11970
H19 0.81424 -0.36473 2.66045
H20 -0.01954 -2.49330 -0.71680
C22 5.48471 -1.36646 -1.35478
C23 4.66652 -0.27481 -1.82740
N6 3.37145 -0.36870 -2.11719
C24 3.01528 0.84221 -2.65993
C25 4.08892 1.67652 -2.73855
N7 5.14567 0.95155 -2.16760
H21 5.69090 -1.31967 -0.29130
H22 6.47626 -1.36167 -1.82518
H23 4.99538 -2.32294 -1.48446
H24 2.05032 0.95463 -3.15767
H25 4.24960 2.64681 -3.14298
H26 6.12330 1.32004 -2.15468
F1 -1.59901 3.48171 -1.11487
C26 -0.43048 2.85881 -1.37404
F2 -0.36161 2.60901 -2.70418
F3 0.68875 3.63658 -1.05984

Here are the natural (NBO) charges for atoms 1 to 4, given in e:
1 Sn 1.0958
2 C -0.6737
3 C 0.1987
4 N -0.2874